[1]
{
  "formula": "C4H7BrN2",
  "method": "ωB97M-V/def2-TZVPD",
  "homo_energy_ev": -9.93,
  "lumo_energy_ev": -0.2718,
  "e_above_lowest_kcal_mol": 49.4,
  "gap_ha": 0.3548,
  "species": ["C", "C", "C", "C", "N", "N", "Br", "H", "H", "H", "H", "H", "H", "H"],
  "coordinates": [[0.022274, 2.137880, -1.255611], [1.202725, -0.416741, -0.747522], [-1.153321, -1.129005, 0.844992], [0.378687, 0.598244, -0.011626], [-0.174598, 3.067716, -1.848284], [-0.781279, 0.108064, 0.293817], [1.509972, 1.612045, 1.449224], [0.550040, -1.188109, -1.137587], [1.816161, -0.950241, 0.124159], [1.845162, -0.114159, -1.559933], [-2.214418, -1.485086, 0.662641], [-0.565259, -2.104790, 0.705611], [-1.012506, -0.999995, 1.912197], [-1.423640, 0.864179, 0.567922]],
  "forces_ev_per_angstrom": [[1.485, -6.167, 4.677], [1.797, -1.662, 2.427], [-0.329, -3.683, 1.802], [2.422, 2.670, -3.561], [-0.817, 3.569, -2.420], [-3.561, 2.266, 0.068], [-0.772, -0.595, -0.827], [-0.260, 0.031, -0.167], [-0.854, 1.030, -2.074], [0.277, 0.567, 0.282], [1.124, 1.109, -0.092], [-0.190, 1.902, -0.771], [-0.505, -0.285, 0.630], [0.183, -0.752, 0.027]],
  "lowdin_charge": [-0.184, -0.122, -0.105, -0.749, 0.037, -0.129, 0.515, 0.071, 0.121, 0.080, 0.112, 0.116, 0.080, 0.157]
}


[2]
{
  "formula": "C11H19O3P",
  "method": "ωB97M-V/def2-TZVPD",
  "homo_energy_ev": [-5.13, -9.75],
  "lumo_energy_ev": [0.8966, -2.3381],
  "spin_multiplicity": 3,
  "gap_ha": [0.2214, 0.2725],
  "species": ["C", "C", "C", "C", "C", "C", "C", "C", "C", "C", "C", "O", "O", "O", "P", "H", "H", "H", "H", "H", "H", "H", "H", "H", "H", "H", "H", "H", "H", "H", "H", "H", "H", "H"],
  "coordinates": [[1.303254, 2.519974, 2.319198], [2.362713, 0.636945, -2.293799], [0.405592, 1.969833, 1.522087], [1.596700, -0.000182, -1.427550], [-0.317126, 2.112271, -0.888329], [0.736490, 1.947903, 0.084062], [0.594036, 0.650773, -0.583292], [-2.950397, -2.013715, -2.517229], [1.197475, -1.103231, 3.003946], [-1.993706, -0.897081, -2.057962], [0.191517, -1.972056, 2.211883], [-1.736835, -0.098706, 1.003211], [-1.033182, -1.365298, -1.163705], [0.299083, -1.635656, 0.844732], [-0.603311, -0.533052, 0.145816], [1.157194, 2.596289, 3.339421], [2.192621, 2.980732, 2.005328], [2.978569, 0.029909, -2.960901], [2.408428, 1.802930, -2.395353], [-0.503883, 1.618425, 2.039261], [1.622288, -1.077027, -1.559789], [-1.255954, 1.995698, -0.562072], [-0.156774, 2.614212, -1.798647], [1.627729, 2.482157, 0.049879], [-2.569050, -2.930212, -3.137861], [-3.328717, -2.519345, -1.744987], [-3.797144, -1.755449, -3.080782], [1.242431, -0.279690, 2.431582], [0.964722, -0.867542, 4.100941], [2.166659, -1.436369, 3.010662], [-2.598954, 0.022048, -1.607785], [-1.642142, -0.505688, -2.959944], [-0.929816, -1.879135, 2.337099], [0.369489, -3.110666, 2.290876]],
  "forces_ev_per_angstrom": [[-0.472, -0.085, -0.489], [5.372, 6.516, -5.922], [-0.065, 0.564, 1.473], [-6.067, -2.992, 6.333], [2.717, -0.269, -1.172], [-1.189, 0.285, 1.727], [0.434, -2.707, -1.168], [2.392, -1.122, -2.254], [-3.123, -1.722, 2.715], [-3.427, 1.119, 0.374], [-1.287, -2.097, 0.770], [0.815, 0.296, -0.895], [0.501, -0.208, 0.551], [0.865, 0.133, -1.506], [-0.293, -0.892, -0.145], [-0.486, -0.003, 2.023], [1.183, 0.371, -0.775], [-0.119, 0.651, 0.003], [0.018, -2.477, 0.199], [0.325, -0.105, -1.081], [-0.741, 0.001, 0.496], [-3.431, -0.353, 1.063], [0.316, 0.377, -0.967], [1.597, 0.673, -1.150], [0.438, 2.010, 0.849], [-1.525, -1.694, 3.603], [-0.995, 1.328, -0.829], [0.039, 3.477, -1.330], [-0.165, -0.304, -1.684], [2.302, -1.595, -0.158], [0.928, -2.082, -0.562], [1.705, 0.786, -1.202], [1.376, 0.336, 1.261], [0.061, 1.782, -0.150]],
  "lowdin_charge": [0.029, -0.016, -0.139, -0.189, 0.058, -0.335, -0.263, -0.068, -0.037, -0.284, -0.243, -0.253, -0.190, -0.218, 0.563, 0.039, 0.052, 0.060, 0.104, 0.121, 0.110, 0.046, 0.089, 0.124, 0.120, 0.016, 0.053, -0.008, 0.117, 0.043, 0.155, 0.086, 0.119, 0.138]
}


[3]
{
  "formula": "C19H36As2N5ORuS",
  "method": "ωB97M-V/def2-TZVPD",
  "total_charge": 2,
  "homo_energy_ev": [-13.64, -13.60],
  "lumo_energy_ev": [-7.9787, -7.5300],
  "spin_multiplicity": 2,
  "gap_ha": [0.2081, 0.2229],
  "species": ["Ru", "N", "C", "C", "C", "N", "H", "H", "H", "H", "H", "H", "H", "H", "H", "H", "C", "As", "C", "C", "C", "C", "C", "C", "C", "As", "C", "C", "H", "H", "H", "H", "H", "H", "H", "H", "H", "H", "H", "H", "H", "H", "H", "H", "C", "C", "S", "O", "C", "C", "H", "H", "H", "H", "H", "H", "H", "H", "H", "H", "N", "C", "N", "C", "N"],
  "coordinates": [[0.285423, 0.805869, -0.656215], [-0.276477, 2.777769, 0.660785], [-1.683177, 3.204369, 0.654385], [-2.047177, 3.920269, -0.644015], [-2.047577, 3.020069, -1.878015], [-0.712377, 2.487169, -2.174615], [-0.006877, 2.438869, 1.587185], [0.324423, 3.579469, 0.457585], [-1.890277, 3.880469, 1.496685], [-2.312277, 2.311369, 0.778385], [-1.349977, 4.747469, -0.795115], [-3.040977, 4.354269, -0.534515], [-2.424577, 3.611269, -2.723215], [-2.724277, 2.166969, -1.733315], [-0.035077, 3.251969, -2.211315], [-0.718877, 2.054969, -3.099415], [-0.521977, -2.435231, 2.161685], [-0.995677, -0.740331, 1.270785], [-1.672177, 0.165269, 2.891685], [-2.617477, -1.392831, 0.358985], [-3.746077, -1.733931, 1.097785], [-4.844177, -2.310131, 0.478985], [-4.826377, -2.549131, -0.885815], [-3.713677, -2.197831, -1.634415], [-2.605277, -1.619531, -1.021515], [-1.023477, -1.087431, -2.054315], [-1.504277, -1.263231, -3.950215], [0.074623, -2.702131, -1.878515], [-1.436977, -2.848831, 2.588785], [0.192023, -2.248131, 2.965585], [-0.105077, -3.166631, 1.471685], [-2.057477, -0.575031, 3.594385], [-2.460677, 0.878769, 2.654585], [-0.845977, 0.695169, 3.374185], [-3.766777, -1.551631, 2.166585], [-5.713077, -2.570631, 1.063785], [-5.676377, -3.010331, -1.366915], [-3.707477, -2.386631, -2.700715], [-1.701177, -2.310331, -4.190015], [-0.651777, -0.929331, -4.547315], [-2.372077, -0.653731, -4.206515], [-0.538977, -3.577731, -2.104815], [0.480323, -2.792131, -0.868415], [0.907623, -2.655631, -2.582915], [3.717023, 2.220469, 3.058485], [3.960023, 0.748569, 2.801385], [2.392123, -0.051631, 2.255985], [1.965423, 0.749069, 1.051885], [3.042123, -1.628531, 1.547985], [4.137923, -1.421431, 0.526685], [4.630923, 2.676769, 3.424785], [2.940823, 2.368369, 3.802985], [3.432723, 2.719669, 2.137785], [4.244723, 0.223169, 3.710085], [4.707223, 0.605769, 2.026285], [2.159923, -2.075331, 1.082585], [3.364223, -2.242931, 2.384285], [3.889123, -0.576931, -0.115915], [4.236623, -2.304831, -0.098415], [5.102123, -1.249431, 0.996985], [6.130123, -0.858231, -3.300615], [5.146623, -0.270531, -3.169315], [4.057623, 0.381269, -3.013315], [2.970523, 0.404469, -2.443915], [1.882123, 0.538869, -1.999015]],
  "forces_ev_per_angstrom": [[0.540, 0.554, -0.821], [0.443, -1.350, 0.096], [-0.632, 0.160, -0.009], [0.119, -0.534, 0.066], [-0.544, 0.188, 0.339], [0.967, -1.318, 0.306], [0.009, 0.236, -0.222], [0.041, -0.336, -0.038], [0.125, -0.179, -0.143], [0.119, 0.217, -0.012], [-0.020, 0.164, -0.060], [0.034, 0.030, -0.014], [0.149, -0.210, 0.045], [0.078, 0.197, -0.016], [-0.021, -0.287, -0.067], [0.190, 0.131, 0.198], [0.567, 0.124, -0.166], [-1.106, 0.177, -0.169], [0.202, 0.169, -0.314], [0.242, 0.210, -0.070], [0.265, 0.008, 0.132], [-0.034, 0.033, -0.039], [0.046, -0.036, 0.069], [0.259, 0.051, -0.209], [0.131, 0.512, 0.090], [0.603, -0.583, 0.993], [0.145, 0.712, 0.029], [0.138, 0.170, -0.054], [-0.058, 0.227, -0.118], [-0.031, 0.042, -0.086], [-0.007, 0.072, -0.056], [0.058, -0.017, -0.148], [0.040, -0.056, -0.068], [-0.052, -0.107, -0.066], [-0.056, -0.052, -0.024], [-0.073, -0.009, 0.041], [-0.035, 0.002, -0.040], [-0.060, 0.017, -0.007], [0.038, 0.059, 0.315], [-0.063, -0.039, 0.107], [0.062, -0.049, 0.094], [-0.013, 0.160, 0.028], [-0.102, 0.074, -0.099], [-0.063, 0.065, 0.056], [-0.124, -0.060, -0.052], [-0.562, -0.147, -0.209], [1.058, -0.991, 0.603], [-0.915, 0.820, -1.651], [-0.100, 0.554, 0.128], [0.042, 0.149, -0.078], [0.096, 0.045, 0.046], [-0.100, 0.087, 0.147], [-0.025, 0.114, -0.080], [0.046, -0.178, 0.051], [-0.017, -0.120, -0.049], [-0.050, -0.005, 0.173], [-0.106, -0.106, 0.178], [0.101, 0.003, -0.065], [-0.001, -0.085, -0.046], [0.044, 0.021, -0.042], [0.169, -0.042, -0.073], [1.381, -1.105, 0.155], [-2.034, 1.228, 0.137], [0.889, -0.099, -0.364], [-2.428, 0.319, 1.221]],
  "lowdin_charge": [0.890, -0.027, -0.248, -0.173, -0.239, -0.024, 0.070, 0.113, 0.133, 0.099, 0.123, 0.130, 0.133, 0.118, 0.107, 0.089, -0.246, 1.140, -0.259, -0.427, -0.095, -0.039, -0.039, -0.086, -0.420, 1.144, -0.243, -0.257, 0.049, 0.033, 0.029, 0.044, 0.030, 0.030, 0.105, 0.123, 0.124, 0.103, 0.053, 0.043, 0.041, 0.053, 0.003, 0.042, -0.126, -0.346, 0.917, -0.685, -0.355, -0.119, 0.093, 0.078, 0.069, 0.105, 0.088, 0.054, 0.102, 0.052, 0.094, 0.085, 0.147, -0.366, 0.131, -0.350, -0.045]
}


Q: What is the formula in the third record?
A: C19H36As2N5ORuS